1.
{
  "formula": "C9H18N6",
  "method": "ωB97M-V/def2-TZVPD",
  "species": ["N", "C", "N", "C", "N", "C", "C", "N", "C", "N", "C", "C", "N", "C", "C", "H", "H", "H", "H", "H", "H", "H", "H", "H", "H", "H", "H", "H", "H", "H", "H", "H", "H"],
  "xyz": [[0.24034, -3.37698, -0.18710], [-0.37343, -2.34886, 0.29699], [-1.39385, -1.63914, -0.29499], [-1.80403, -0.34588, -0.02543], [-3.08513, 0.04622, -0.13315], [-3.16721, 1.42177, 0.31271], [-1.78287, 1.82511, 0.62912], [-0.97353, 0.65705, 0.18335], [0.41555, 0.60862, 0.56752], [1.28228, 1.67978, -0.08317], [1.36851, 1.15989, -1.45365], [1.30856, -0.40444, -1.32708], [1.12268, -0.57491, 0.19348], [2.46433, -0.20915, 0.80833], [2.49102, 1.33403, 0.66804], [-0.04917, -3.88203, -1.05103], [0.75934, -4.01270, 0.44371], [-0.03812, -2.24388, 1.38322], [-2.12142, -2.18867, -0.96103], [-3.94987, -0.44859, -0.36580], [-4.05370, 1.59075, 0.95779], [-3.68899, 2.03889, -0.55450], [-1.42646, 2.82359, 0.17196], [-1.54404, 1.97614, 1.73220], [0.59106, 0.83411, 1.62281], [2.20889, 1.55496, -2.14435], [0.49938, 1.60964, -1.86957], [0.38486, -0.70754, -1.85246], [2.21199, -0.91868, -1.58077], [3.39239, -0.69877, 0.32634], [2.70102, -0.62499, 1.85962], [2.57826, 1.96791, 1.59260], [3.43139, 1.49675, 0.13430]],
  "homo_ev": -16.28,
  "charge": 2,
  "de_lowest_kcal_mol": 78.0,
  "smiles": "[NH2+]=CNC1=[NH+]CCN1C1N2CCN1CC2"
}

***

2.
{
  "formula": "C4H8O2",
  "method": "ωB97M-V/def2-TZVPD",
  "species": ["C", "C", "C", "O", "H", "H", "H", "H", "H", "H", "C", "O", "H", "H"],
  "xyz": [[1.53325, 0.80445, -0.07121], [0.75426, -0.34472, -0.64866], [-0.44470, -0.26840, -1.22866], [-1.20904, 0.84472, -1.40237], [0.91933, 1.69984, 0.09329], [1.95898, 0.53304, 0.90071], [2.36693, 1.09593, -0.72174], [1.20202, -1.33230, -0.58615], [-0.95541, -1.14531, -1.61613], [-0.70544, 1.62097, -1.12271], [-1.35376, -0.87555, 1.59588], [-0.91546, -1.85542, 2.14142], [-0.93636, 0.13758, 1.76696], [-2.21462, -0.91480, 0.89938]],
  "homo_ev": -9.03,
  "de_lowest_kcal_mol": 51.7,
  "smiles": "C/C=C\\O.C=O"
}

***

3.
{
  "formula": "C6H16S2",
  "method": "ωB97M-V/def2-TZVPD",
  "species": ["C", "C", "C", "S", "H", "H", "H", "H", "H", "H", "H", "H", "C", "C", "C", "S", "H", "H", "H", "H", "H", "H", "H", "H"],
  "xyz": [[-2.90263, 0.15880, 3.93412], [-3.22771, 1.55029, 3.47637], [-1.95155, 2.41956, 3.46222], [-2.29276, 4.02570, 2.92661], [-2.37892, -0.37964, 3.12639], [-3.87006, -0.33792, 4.11839], [-2.29395, 0.09495, 4.85175], [-3.63068, 1.52261, 2.44570], [-4.00732, 1.98517, 4.13100], [-1.46611, 2.49056, 4.45457], [-1.17819, 2.11734, 2.73008], [-3.56864, 3.87128, 3.33989], [1.55222, -2.28388, -2.76324], [2.35670, -1.85157, -3.97498], [3.78926, -1.31414, -3.52252], [4.73443, -0.85739, -5.02247], [0.53364, -2.61859, -3.02222], [1.47628, -1.39048, -2.12084], [2.05173, -3.08544, -2.19349], [2.39229, -2.69314, -4.69327], [1.80608, -1.02086, -4.45684], [3.83975, -0.42414, -2.86616], [4.33335, -2.13567, -3.01805], [3.90285, 0.15664, -5.34298]],
  "homo_ev": -8.84,
  "de_lowest_kcal_mol": 21.4,
  "smiles": "CCCS.CCCS"
}

***

4.
{
  "formula": "C40H66Ge3KN5O3",
  "method": "ωB97M-V/def2-TZVPD",
  "species": ["K", "C", "C", "C", "C", "C", "C", "C", "C", "C", "H", "H", "H", "H", "H", "H", "H", "H", "H", "H", "H", "H", "C", "C", "Ge", "C", "C", "C", "C", "Ge", "C", "C", "C", "C", "C", "C", "C", "C", "C", "C", "H", "H", "H", "H", "H", "H", "H", "H", "H", "H", "H", "H", "H", "H", "H", "H", "H", "H", "H", "H", "H", "H", "H", "H", "H", "H", "N", "N", "C", "N", "N", "N", "O", "O", "H", "H", "H", "H", "H", "C", "Ge", "C", "C", "C", "H", "H", "H", "H", "H", "H", "H", "H", "H", "H", "H", "C", "C", "C", "C", "C", "C", "C", "O", "C", "C", "C", "H", "H", "H", "H", "H", "H", "H", "H", "H", "H", "H", "H"],
  "xyz": [[1.34290, 0.23161, 0.76154], [1.62391, -5.18647, 2.24174], [2.64445, -4.04923, 2.14100], [2.47882, -2.81331, 2.74411], [3.46288, -1.85629, 2.64980], [3.34865, -0.50139, 3.40474], [4.62867, -2.09833, 1.89247], [4.60037, -3.20534, 1.03450], [5.64670, -3.26558, -0.00532], [3.77066, -4.23884, 1.34804], [0.62958, -4.79474, 2.58019], [1.92160, -5.81840, 3.07475], [1.50146, -5.81206, 1.34759], [1.58921, -2.60684, 3.33474], [3.82651, 0.32260, 2.87834], [3.87157, -0.49316, 4.41000], [2.33218, -0.15566, 3.58039], [5.38899, -1.30907, 1.74140], [6.51322, -3.69724, 0.45046], [5.79606, -2.26242, -0.42536], [5.42547, -3.88852, -0.86115], [3.87786, -5.09705, 0.75659], [-0.96625, 3.12792, 2.00389], [-1.83191, 3.79334, 0.93900], [-2.99960, 2.65435, -0.36164], [-2.82255, 3.36570, -2.24154], [-3.72302, 4.58796, -2.37218], [-4.84493, 3.10856, 0.43282], [-5.24501, 1.96599, 1.08162], [-3.84918, 0.57914, 0.44640], [-2.80794, -0.45501, 1.83443], [-3.11742, 0.16892, 3.23973], [-4.75256, -0.57093, -0.97768], [-5.63115, 0.22313, -1.92534], [-6.52972, 1.63866, 1.77419], [-7.44042, 2.66145, 2.14975], [-8.59846, 2.36706, 2.77399], [-9.01017, 1.10052, 3.05260], [-8.23138, 0.07575, 2.61308], [-6.96411, 0.32924, 2.07294], [-0.48763, 3.93773, 2.59042], [-0.21245, 2.46400, 1.57727], [-1.62106, 2.50076, 2.64117], [-1.16058, 4.42088, 0.34512], [-2.64604, 4.42072, 1.38625], [-3.14584, 2.64186, -2.96571], [-1.77261, 3.62386, -2.38888], [-4.78135, 4.32009, -2.37139], [-3.43740, 5.08809, -3.29728], [-3.49293, 5.30585, -1.55156], [-5.46965, 4.00450, 0.31496], [-1.76781, -0.37041, 1.76504], [-3.07750, -1.52218, 1.78959], [-3.17882, 1.22084, 3.11751], [-2.40191, -0.00060, 3.97809], [-4.08224, -0.22452, 3.59045], [-5.34704, -1.33362, -0.39631], [-3.88029, -1.13646, -1.41723], [-6.36680, 0.58870, -1.24411], [-6.09184, -0.54671, -2.60456], [-5.27635, 1.07057, -2.51541], [-7.26504, 3.73043, 1.88856], [-9.25995, 3.22153, 2.99024], [-9.98742, 0.95625, 3.50821], [-8.47032, -1.00054, 2.82340], [-6.29316, -0.43126, 1.75426], [1.69695, -2.55009, -0.69215], [0.41482, -2.91142, -1.15336], [-0.04378, -1.93240, -2.17248], [-1.28486, -2.59910, -2.66846], [-0.22537, -0.77516, -1.22047], [-0.59062, 0.33879, -1.72483], [-1.22875, 0.51299, -2.79586], [-0.42288, 1.37007, -0.91335], [2.47266, -2.96070, -1.25475], [1.94002, -2.96982, 0.19884], [0.53232, -3.85981, -1.52686], [-1.80570, -1.75238, -3.10031], [-1.77375, -2.92739, -1.83349], [0.66293, -2.73593, -6.22946], [1.57191, -2.95833, -4.56670], [3.47091, -2.78346, -4.65355], [1.35151, -4.82814, -3.94232], [0.88108, -1.60714, -3.33215], [1.10763, -3.33626, -7.03365], [0.52769, -1.72529, -6.56555], [-0.33820, -3.07529, -5.93217], [3.75128, -3.67620, -5.30020], [3.85996, -2.89607, -3.59002], [3.80892, -1.87847, -5.03043], [2.01391, -5.49002, -4.53878], [0.33500, -5.14216, -4.07907], [1.63085, -4.93699, -2.90039], [0.23292, -0.89906, -3.83305], [1.75156, -1.02149, -2.98544], [3.13311, 4.29919, 3.29093], [3.73296, 3.42167, 2.23778], [3.02082, 3.32895, 1.08708], [3.41025, 2.54445, -0.03394], [2.64508, 2.55714, -1.29587], [4.61477, 1.78759, 0.18285], [5.07300, 0.74663, -0.76984], [4.34121, 0.14193, -1.49132], [5.34642, 1.89057, 1.34754], [6.70334, 1.32327, 1.49499], [4.88505, 2.68084, 2.40874], [2.16687, 4.04939, 3.53915], [2.99081, 5.34842, 3.00710], [3.70009, 4.31741, 4.19342], [2.12978, 3.92219, 0.90815], [2.21139, 1.58444, -1.47770], [3.19290, 2.80336, -2.19152], [1.85141, 3.29597, -1.18040], [6.17248, 0.54344, -0.87925], [6.70326, 0.25753, 1.49821], [7.06506, 1.63243, 2.46892], [7.36509, 1.76140, 0.69937], [5.36193, 2.69205, 3.40140]],
  "homo_ev": -7.81,
  "de_lowest_kcal_mol": 30.2
}

***

5.
{
  "formula": "C20H48Br2F12N4O16S4",
  "method": "ωB97M-V/def2-TZVPD",
  "species": ["C", "C", "C", "O", "C", "N", "H", "H", "H", "H", "H", "H", "H", "H", "H", "H", "H", "H", "C", "C", "C", "O", "C", "N", "H", "H", "H", "H", "H", "H", "H", "H", "H", "H", "H", "H", "C", "C", "C", "O", "C", "N", "H", "H", "H", "H", "H", "H", "H", "H", "H", "H", "H", "H", "C", "C", "C", "O", "C", "N", "H", "H", "H", "H", "H", "H", "H", "H", "H", "H", "H", "H", "C", "F", "F", "F", "S", "O", "O", "O", "C", "F", "F", "F", "S", "O", "O", "O", "C", "F", "F", "F", "S", "O", "O", "O", "C", "F", "F", "F", "S", "O", "O", "O", "Br", "Br"],
  "xyz": [[-5.49033, -1.97114, -4.71277], [-4.65137, -2.52058, -3.55136], [-5.02100, -3.94442, -3.07909], [-5.28096, -4.84864, -4.17736], [-4.55272, -6.08305, -4.07342], [-3.18240, -2.52247, -4.18075], [-2.98590, -3.20669, -4.89722], [-2.73508, -1.66846, -4.48185], [-2.57899, -2.70070, -3.39067], [-6.42467, -1.57136, -4.31872], [-5.83790, -2.55531, -5.56485], [-5.07552, -1.03223, -5.07948], [-4.76434, -1.76887, -2.77017], [-5.85765, -3.94247, -2.38043], [-4.30421, -4.40766, -2.40107], [-5.01751, -6.85927, -4.68132], [-4.59430, -6.35761, -3.01939], [-3.47727, -6.03754, -4.24495], [3.12289, -2.89870, -3.41468], [2.43857, -3.18966, -4.80786], [3.51551, -3.09889, -6.01320], [3.37031, -3.85886, -7.22664], [4.41233, -3.89197, -8.15684], [1.52408, -4.35832, -4.77070], [2.02594, -5.21379, -4.57989], [0.90079, -4.09388, -4.02124], [1.07389, -4.50862, -5.66224], [3.56465, -1.90352, -3.36397], [3.85498, -3.70266, -3.33848], [2.46692, -2.98967, -2.54893], [1.72300, -2.37737, -4.93536], [4.48698, -3.31758, -5.56988], [3.63394, -2.02957, -6.18822], [4.17983, -4.67518, -8.87838], [5.38784, -4.13563, -7.73599], [4.51049, -2.91777, -8.63580], [-0.78452, -10.02601, -1.05381], [-1.07479, -8.81012, -1.92732], [-2.57593, -8.63611, -2.30751], [-3.32526, -8.46700, -1.03007], [-4.66123, -8.93161, -1.15928], [-0.47304, -7.70654, -1.12288], [0.52273, -7.59595, -1.25065], [-0.75374, -6.83944, -1.55814], [-0.80277, -7.74627, -0.16905], [-0.99036, -10.88833, -1.68796], [-1.41190, -9.95737, -0.16511], [0.29457, -10.09514, -0.91632], [-0.43198, -8.72633, -2.80361], [-2.87322, -9.55991, -2.80380], [-2.89500, -7.80274, -2.93344], [-5.35505, -8.43163, -1.83509], [-5.18004, -9.11964, -0.21929], [-4.54664, -9.91940, -1.60563], [1.14692, -2.86504, 1.92691], [-0.14600, -3.57820, 1.57681], [-0.96607, -4.14432, 2.72585], [-1.44804, -3.19233, 3.73627], [-2.32464, -3.80039, 4.75979], [-1.05572, -2.48744, 0.98433], [-1.87549, -2.88861, 0.55174], [-1.30976, -1.93923, 1.79367], [-0.64851, -1.94863, 0.23336], [1.51116, -1.97677, 1.41075], [2.02921, -3.50510, 1.92677], [1.11483, -2.52882, 2.96326], [-0.02223, -4.37440, 0.84274], [-0.42313, -4.89399, 3.30145], [-1.86420, -4.64305, 2.36152], [-1.82075, -4.63527, 5.24677], [-3.37061, -4.01138, 4.53721], [-2.46019, -3.02844, 5.51730], [-5.64379, -0.06082, 0.36278], [-5.93457, 0.99482, 1.06842], [-6.79150, -0.70842, -0.03936], [-4.89669, 0.31859, -0.69998], [-4.61669, -1.37626, 1.35288], [-5.44041, -1.77798, 2.46872], [-4.30020, -2.47861, 0.43209], [-3.40584, -0.63545, 1.72930], [-2.46818, -6.03223, -7.79511], [-3.02320, -6.46692, -6.65238], [-2.54020, -7.01250, -8.67386], [-2.97535, -4.82846, -8.17724], [-0.56610, -5.78773, -7.45154], [0.09085, -6.09473, -8.72657], [-0.40798, -4.36982, -7.07762], [-0.20799, -6.73415, -6.37483], [-3.56443, -7.59328, 2.91559], [-4.12907, -7.40079, 1.70374], [-3.59743, -6.46083, 3.57256], [-4.15894, -8.59536, 3.61092], [-1.70114, -8.08603, 2.68512], [-1.80101, -9.46046, 2.20735], [-1.20550, -7.15412, 1.66672], [-1.11984, -7.86835, 4.06725], [-0.17193, 1.54270, -2.25745], [0.44737, 0.72600, -1.44239], [-1.46010, 1.65132, -1.94754], [0.53872, 2.74852, -2.46873], [-0.28567, 0.60304, -3.98315], [0.97723, -0.14662, -4.05931], [-1.54644, -0.19708, -3.96436], [-0.32422, 1.56384, -5.03811], [2.68632, -7.03813, -2.61033], [-1.04151, -4.40847, -2.32308]],
  "homo_ev": -4.10,
  "charge": -2
}

***

6.
{
  "formula": "C6H15NO2Tl",
  "method": "ωB97M-V/def2-TZVPD",
  "species": ["Tl", "C", "O", "C", "C", "N", "C", "C", "O", "C", "H", "H", "H", "H", "H", "H", "H", "H", "H", "H", "H", "H", "H", "H", "H"],
  "xyz": [[-1.01654, -0.48012, 1.92774], [-2.16216, -2.74584, -0.85304], [-1.11508, -2.22802, -0.03484], [0.13700, -2.34937, -0.62558], [0.60925, -0.97359, -1.05696], [0.97413, -0.19377, 0.14908], [1.39855, 1.20250, -0.17578], [1.42715, 2.15091, 1.06160], [0.10294, 2.06505, 1.67659], [-0.79204, 3.05885, 1.14833], [-1.90639, -2.59033, -1.90112], [-3.16738, -2.40743, -0.60179], [-2.19306, -3.82387, -0.69499], [0.14476, -2.98577, -1.51048], [0.78314, -2.92738, 0.03512], [-0.17502, -0.45116, -1.60477], [1.46188, -1.07622, -1.72820], [1.66592, -0.67281, 0.70769], [0.88734, 1.70265, -0.99835], [2.42964, 1.09290, -0.51186], [1.72882, 3.18001, 0.86656], [2.07459, 1.56697, 1.71577], [-1.77557, 2.87059, 1.57882], [-0.98608, 2.91540, 0.08537], [-0.53577, 4.09986, 1.34508]],
  "homo_ev": -22.02,
  "charge": 3,
  "de_lowest_kcal_mol": 16.8
}

***

E_tot values (in eV) by entry order: -18547.018 -8371.042 -28151.321 -242010.687 -276277.227 -16705.418.
Orbital gap values (in eV) by entry order: 8.64 9.70 9.75 7.54 7.93 3.91.